Entry 1:
Computed, not measured: a cluster of 2 separate species, C3H9NO2 in total at a distorted geometry, with wB97M-V/def2-TZVPD.

Geometry as XYZ:
```
15
Properties=species:S:1:pos:R:3:forces:R:3:nbo_charge:R:1
C 1.444388 -0.376696 -1.325513 2.127 0.031 1.075 -0.7546
C 2.316793 -0.393651 0.022063 -6.469 -1.041 -0.159 0.8155
O 3.391572 -0.052404 0.246293 3.701 0.879 -0.299 -0.5342
O 1.541777 -0.802716 1.114839 -4.026 0.088 -0.487 -0.7404
H 2.168846 -0.792629 -2.064786 -0.661 1.341 -0.150 0.2469
H 0.979717 0.646518 -1.387553 1.068 -0.957 -0.707 0.2406
H 0.647371 -1.095026 -1.324831 -0.451 -0.351 0.516 0.2263
H 0.427471 -0.786865 0.965562 4.897 -0.131 0.071 0.4963
C -1.545284 0.908960 0.404657 3.681 -0.269 -2.894 -0.4641
N -2.291813 -0.409754 0.600240 -0.455 3.027 1.295 -0.8220
H -1.747831 1.422321 -0.612608 -0.842 -0.618 1.900 0.2117
H -0.413663 0.643226 -0.007055 -2.505 0.496 1.863 0.1632
H -1.423994 1.661410 1.247491 -0.532 -1.110 -0.993 0.2053
H -2.229622 -0.525208 1.641206 -0.201 -0.326 -1.171 0.3523
H -3.265727 -0.047489 0.479995 0.669 -1.057 0.139 0.3573
```
Forces are in eV/Å.

**Gap between HOMO and LUMO**: 11.07 eV
**Total charge**: 0
**Structure (SMILES)**: CC(=O)O.CN
**ΔE to the lowest compared entry with this formula, charge and spin**: 273.1 kJ/mol

***

Entry 2:
Computed, not measured: a structure of composition C47H40Cl2N3O14SSiTi at a distorted geometry, with wB97M-V/def2-TZVPD.

Geometry as XYZ:
```
109
Properties=species:S:1:pos:R:3:forces:R:3:mulliken_spin:R:1
Ti -0.907762 0.901297 -0.227388 0.600 -1.110 -0.566 0.1004
O -5.290262 0.996197 3.987812 -0.139 0.043 -0.394 0.0000
C -4.208062 1.025297 4.735612 -0.276 0.005 0.343 0.0000
O -4.282462 1.099797 5.946812 0.008 0.046 -0.183 0.0000
C -2.903962 0.920597 4.048212 0.627 -0.067 0.022 0.0011
C -1.675862 0.860597 4.699512 -0.683 -0.011 -0.437 -0.0029
Cl -1.371362 0.952797 6.359712 0.063 -0.070 0.388 0.0008
N -0.708762 0.634997 3.768912 -1.312 0.068 0.092 0.0072
N -1.263362 0.519097 2.559812 -0.621 -0.253 0.047 -0.0091
C -2.562462 0.726497 2.679712 0.703 0.039 0.298 0.0083
C -3.378162 0.798397 1.419412 -0.929 -0.264 0.848 -0.0078
O -4.613062 0.829697 1.513712 0.380 0.066 -0.035 0.0023
O -2.734562 0.798697 0.332712 -0.623 -0.144 -0.122 0.0019
C 0.678738 0.537597 3.915412 1.399 -0.238 0.033 -0.0046
C 1.345538 1.268197 4.900012 -0.280 -0.058 -0.243 0.0031
C 2.710438 1.134597 5.041612 0.261 -0.210 -0.017 -0.0040
C 3.426938 0.282997 4.212912 -0.101 0.049 -0.047 0.0039
C 2.770238 -0.402703 3.201112 0.172 -0.068 0.127 -0.0028
C 1.404238 -0.278803 3.039912 -0.487 0.149 0.298 0.0227
H -5.090762 0.932697 2.987512 0.148 -0.025 0.254 0.0000
H 0.803138 1.947597 5.535712 0.019 0.061 -0.042 0.0091
H 3.225838 1.696097 5.807812 0.002 0.090 0.040 0.0019
H 4.494838 0.177497 4.342012 0.075 -0.010 -0.032 0.0000
H 3.326738 -1.049603 2.536712 -0.033 -0.043 -0.093 -0.0088
H 0.894138 -0.791903 2.235512 0.002 -0.034 0.015 0.0019
C 3.340138 0.511997 -0.505288 -0.640 0.119 0.195 -0.0038
C 2.034938 1.080897 0.013412 1.419 0.118 0.309 0.3496
O 0.944438 0.573197 -0.482188 -0.095 -0.220 -0.379 0.1384
C 2.033538 2.126897 0.959812 -0.812 0.090 0.042 -0.1392
C 3.198638 2.719097 1.510212 -0.087 -0.140 -0.306 0.2716
C 3.114538 3.764797 2.399212 0.049 0.188 0.147 -0.1203
C 1.872838 4.260497 2.796612 0.189 0.066 0.091 0.2085
C 0.710238 3.695797 2.306612 -0.365 -0.445 -0.311 -0.1109
C 0.753638 2.620397 1.411212 1.616 0.916 0.465 0.1731
O -0.333562 2.043997 1.007012 0.342 0.978 0.566 0.0207
H 3.131138 -0.109103 -1.371388 0.074 -0.063 -0.080 0.0009
H 3.803438 -0.104903 0.262512 0.220 -0.173 0.104 0.0012
H 4.040538 1.299797 -0.780088 0.064 0.077 -0.073 0.0098
H 4.168238 2.343497 1.211312 0.049 -0.022 0.004 0.0224
H 4.017238 4.213897 2.797012 0.048 -0.048 0.000 -0.0044
H 1.816338 5.078297 3.502312 -0.002 0.075 0.019 0.0159
H -0.265462 4.056997 2.600312 -0.088 0.037 0.008 -0.0037
O -2.293662 3.556697 0.648512 -0.093 -0.129 1.008 -0.0014
Cl -2.284762 3.623997 -0.764788 -1.354 3.468 0.048 -0.0005
O -1.948862 4.962597 -1.166088 0.337 0.245 -0.234 0.0002
O -3.544862 3.279697 -1.284888 -0.844 -0.694 -0.533 0.0007
O -1.252962 2.774897 -1.321188 1.094 -1.719 -0.411 0.0040
C 2.800238 4.770097 -2.775088 0.040 0.005 0.072 -0.0019
C 2.683238 3.378197 -3.316088 -0.099 -0.060 0.004 0.0139
C 1.745538 2.511397 -2.765288 -0.023 -0.137 -0.139 0.0055
C 1.603738 1.222497 -3.251588 -0.039 0.021 0.161 0.0135
C 2.373938 0.811497 -4.319988 -0.061 -0.594 -0.246 0.0001
C 3.329238 1.644997 -4.868788 0.098 -0.054 -0.170 0.0022
C 3.488838 2.921397 -4.354288 -0.042 -0.074 0.016 -0.0022
S 2.169238 -0.845003 -4.977188 0.116 -0.176 -0.944 0.0003
O 2.444238 -1.793903 -3.938488 -0.352 0.153 0.367 0.0000
O 2.946938 -0.934103 -6.193988 -0.171 0.378 0.223 0.0000
N 0.602238 -1.064303 -5.477688 0.972 0.078 0.153 -0.0001
C -0.488462 -1.099203 -4.518388 -0.282 0.009 0.363 0.0001
C -1.257162 0.219997 -4.421288 -0.135 -0.017 0.686 -0.0005
C -1.847262 0.468697 -2.996588 -1.095 0.040 -2.026 0.0072
O -3.011162 0.796397 -2.894388 0.089 0.048 0.071 0.0015
O -1.020462 0.275997 -2.043488 0.607 -0.365 0.074 0.0183
H 3.321138 4.761397 -1.818388 0.058 0.024 0.106 0.0015
H 1.811138 5.184497 -2.593288 -0.061 0.083 0.006 0.0001
H 3.343238 5.421197 -3.456588 0.040 0.069 -0.056 0.0002
H 1.106138 2.833097 -1.955388 -0.016 0.104 0.048 -0.0035
H 0.904138 0.554997 -2.771988 -0.044 0.033 -0.020 -0.0304
H 3.930838 1.273797 -5.682888 0.104 0.052 -0.130 0.0002
H 4.246638 3.568897 -4.769488 0.079 0.133 -0.085 -0.0001
H 0.411638 -0.540003 -6.317588 0.129 0.081 -0.164 0.0000
H -0.043162 -1.369303 -3.557088 -0.217 -0.019 -0.033 -0.0007
H -1.169562 -1.909503 -4.802688 0.151 0.100 0.159 0.0000
H -2.086562 0.249397 -5.131388 0.065 0.040 0.092 0.0002
H -0.583162 1.054297 -4.638188 -0.044 0.004 0.024 0.0001
C 2.978138 -3.997503 0.689012 0.134 -0.086 0.025 -0.0002
C 2.751538 -3.143203 -0.378888 0.215 -0.102 -0.083 -0.0007
C 1.529338 -2.514003 -0.506188 -0.122 0.118 -0.075 0.0123
C 0.491038 -2.726103 0.400412 -0.211 0.555 0.084 -0.0084
C 0.736038 -3.612703 1.446412 -0.215 0.016 0.062 0.0018
C 1.963038 -4.234603 1.600812 0.166 -0.157 0.075 -0.0006
Si -1.121662 -1.674703 0.186012 -0.200 -1.744 -0.185 0.0115
C -1.889362 -2.502403 -1.394688 0.283 0.427 0.159 -0.0021
C -3.106062 -2.013603 -1.877188 -0.033 0.029 0.118 -0.0009
C -3.716162 -2.560103 -2.992388 -0.166 -0.046 -0.096 -0.0004
C -3.117862 -3.614703 -3.665988 -0.075 -0.071 -0.086 0.0004
C -1.908062 -4.111403 -3.209988 -0.041 -0.206 -0.129 -0.0002
C -1.307662 -3.559203 -2.090088 0.072 0.001 0.177 0.0004
C -2.284062 -2.520803 1.496912 0.156 0.565 -0.196 0.0071
C -3.416962 -3.244403 1.129512 0.055 -0.033 -0.203 -0.0002
C -4.284762 -3.774503 2.066612 -0.181 -0.167 0.170 0.0001
C -4.057662 -3.579203 3.418512 -0.074 -0.055 0.003 0.0000
C -2.933062 -2.874503 3.814012 0.025 -0.094 0.266 0.0000
C -2.061162 -2.373303 2.865412 0.084 -0.028 0.012 0.0011
H 3.938438 -4.482703 0.807912 0.067 -0.028 -0.008 0.0000
H 3.524238 -2.966703 -1.116088 0.046 0.034 -0.030 -0.0002
H 1.371238 -1.834403 -1.329288 0.036 0.127 -0.183 -0.0044
H -0.050862 -3.824803 2.154112 -0.084 -0.019 0.141 0.0003
H 2.133138 -4.909003 2.433912 -0.038 0.014 -0.011 -0.0001
H -3.584462 -1.186203 -1.369488 -0.047 0.105 -0.013 0.0001
H -4.664062 -2.165603 -3.337388 0.007 0.073 -0.006 0.0000
H -3.594062 -4.046403 -4.539888 0.012 0.006 0.003 0.0001
H -1.435262 -4.939203 -3.725988 0.047 0.002 -0.014 0.0000
H -0.367362 -3.961903 -1.744288 0.145 -0.085 0.001 -0.0001
H -3.620762 -3.410903 0.082712 -0.078 -0.012 -0.041 0.0003
H -5.144662 -4.347603 1.739412 -0.035 0.034 -0.015 0.0000
H -4.742462 -3.978303 4.155712 -0.038 0.013 0.030 0.0000
H -2.736962 -2.713403 4.867112 0.026 0.003 0.043 0.0000
H -1.171762 -1.861503 3.199912 0.103 0.118 0.120 0.0003
```
Forces are in eV/Å.

**Gap between HOMO and LUMO (spin up / spin down)**: 5.03 / 7.06 eV
**Total charge**: -2
**2S+1**: 2
**ΔE to the lowest compared entry with this formula, charge and spin**: 39.5 kJ/mol

***

Entry 3:
Computed, not measured: the ion C15H28N4O6P with charge +1, with wB97M-V/def2-TZVPD.

Geometry as XYZ:
```
54
Properties=species:S:1:pos:R:3:forces:R:3:nbo_charge:R:1
C 3.846927 -1.522123 1.859413 0.159 -0.350 -0.022 -0.6317
C 2.801686 -2.600438 1.618985 -0.025 0.009 0.499 -0.2177
N 1.529644 -2.097785 1.052288 0.195 0.127 -0.196 -0.6485
C 1.541448 -0.834714 0.417864 0.021 0.232 0.025 0.0553
C 0.869505 0.211776 1.085243 -0.083 0.034 -0.163 0.4722
O 0.228136 -0.032497 2.235720 0.104 -0.123 0.047 -0.5103
C -1.195178 -0.232059 2.100113 -0.415 0.109 -0.128 -0.0634
C -1.574210 -1.454644 1.284240 -0.052 -0.274 0.008 -0.2562
N -3.023001 -1.487225 1.132026 0.073 -0.126 -0.122 -0.6330
C -3.458490 -1.732856 -0.238792 -0.376 0.182 0.174 -0.2417
C -3.579310 -0.426940 -1.046247 -0.251 -0.090 -0.276 0.0831
C -5.028699 -0.040916 -1.305159 0.128 0.234 -0.032 -0.6384
O -2.860272 -0.528553 -2.282262 0.110 0.052 0.107 -0.7369
C 0.885560 1.525353 0.584187 -0.170 -0.222 -0.170 -0.0585
C 0.215049 2.637949 1.343163 0.452 0.231 0.145 -0.4345
C 0.534800 4.051138 0.870308 -0.623 -0.012 0.254 -0.5386
C -0.036675 4.460655 -0.472663 0.018 0.421 -0.195 0.7772
O 0.243942 5.492924 -1.003966 0.185 -0.344 -0.134 -0.5176
O -0.961382 3.585788 -1.000969 0.528 -0.532 0.473 -0.7272
C 1.594807 1.730305 -0.571304 0.033 0.046 0.196 0.0406
N 2.202463 0.725711 -1.230218 0.053 -0.006 0.233 -0.1432
N 2.891761 1.032327 -2.417704 0.022 -0.080 -0.037 -0.6046
C 2.177916 -0.563252 -0.799977 -0.364 -0.121 -0.170 -0.0660
P 3.108725 -1.869886 -1.843984 0.328 -0.140 -0.350 1.3954
O 2.530460 -1.565159 -3.328614 -0.097 0.013 0.370 -0.9589
O 2.316267 -3.235025 -1.461065 -0.135 0.370 0.261 -0.9637
H 4.321592 -1.193698 0.933010 -0.079 0.199 0.017 0.1962
H 4.639039 -1.967082 2.461995 0.014 0.053 0.011 0.2433
H 3.451700 -0.675823 2.420405 -0.039 0.071 -0.079 0.2121
H 3.230364 -3.401765 1.014338 -0.061 0.071 -0.179 0.2000
H 2.557486 -3.037943 2.588696 -0.049 -0.062 -0.046 0.2072
H 1.068351 -2.798598 0.496880 0.022 -0.083 0.112 0.3815
H -1.653187 0.646590 1.640721 0.016 -0.011 -0.038 0.1752
H -1.606251 -0.319714 3.103022 0.253 0.032 0.095 0.2168
H -1.179185 -2.360329 1.753180 0.000 0.041 0.065 0.2044
H -1.137215 -1.415299 0.281280 0.079 0.188 0.038 0.1768
H -3.446535 -2.153005 1.759897 0.062 -0.013 0.059 0.3771
H -2.797034 -2.413642 -0.787634 0.098 0.001 0.057 0.1768
H -4.437212 -2.214095 -0.194061 0.003 -0.017 -0.003 0.2057
H -3.119201 0.391067 -0.488630 0.246 -0.104 -0.009 0.1724
H -5.512334 0.303151 -0.390740 -0.024 -0.175 0.059 0.2295
H -5.595543 -0.880955 -1.712574 -0.015 0.005 -0.007 0.2050
H -5.061495 0.788475 -2.013039 -0.034 -0.021 -0.012 0.2237
H -3.444056 -0.927174 -2.935680 0.005 0.005 -0.044 0.4698
H 0.560693 2.528459 2.374361 -0.129 0.070 0.051 0.2512
H -0.866175 2.522535 1.368438 0.010 -0.212 -0.112 0.2515
H 0.059145 4.745673 1.569200 0.129 -0.004 0.085 0.2727
H 1.598218 4.285530 0.910764 0.012 0.035 -0.189 0.2472
H -0.679137 3.314495 -1.882491 -0.419 0.443 -0.302 0.5006
H 1.729703 2.714904 -0.995905 0.057 -0.015 -0.032 0.2235
H 2.700519 1.990823 -2.677409 0.016 0.021 0.010 0.3823
H 3.888790 0.909433 -2.269736 0.024 0.041 0.007 0.3857
H 1.571276 -1.456658 -3.374607 0.002 0.065 -0.255 0.4931
H 1.355807 -3.155211 -1.534308 -0.020 -0.263 -0.156 0.4855
```
Forces are in eV/Å.

**Gap between HOMO and LUMO**: 7.83 eV
**Total charge**: +1

***

Q: Look up the total charge of the third one.
A: +1

***

Q: Among the records above, which one has the lowest total charge?
A: C47H40Cl2N3O14SSiTi

***

Q: The lowest total charge belongs to which entry?
A: C47H40Cl2N3O14SSiTi